Density functional theory data (ωB97M-V with the def2-TZVPD basis set) for C18H26F4N2NbO4 as an isolated structure at a distorted geometry.

Geometry as XYZ:
```
55
Properties=species:S:1:pos:R:3:forces:R:3
O 0.060 0.180 3.423 2.35 -2.47 -0.44
Nb -0.065 -1.965 3.557 -1.50 3.86 1.14
C 2.231 -1.950 3.712 3.86 0.20 0.86
C 2.967 -1.065 4.861 3.21 -3.38 -4.03
C 4.579 -1.226 4.739 -2.59 -1.14 -1.74
C 5.210 -2.136 3.578 -0.84 0.36 0.49
N 4.579 -2.971 2.517 -3.47 4.33 5.32
C 3.108 -2.816 2.688 0.50 0.59 0.76
C -2.365 -1.869 3.617 -3.49 -0.61 0.36
C -3.249 -3.173 3.209 -2.61 5.24 1.59
C -4.833 -2.821 3.302 2.76 1.80 0.55
C -5.305 -1.356 3.753 0.79 -0.78 -0.17
N -4.537 -0.152 4.179 2.86 -6.76 -2.35
C -3.099 -0.520 4.074 -0.63 -0.74 -0.22
C -0.055 -2.053 1.282 -1.06 -0.53 -3.00
F 0.203 -3.431 0.719 -0.29 3.27 0.62
F -1.464 -1.730 0.842 3.15 -0.90 0.54
C 0.889 -0.891 0.556 -1.60 -0.06 -0.97
F 1.292 -1.329 -0.801 -0.87 1.49 3.28
F 0.009 0.331 0.438 2.77 -3.21 -0.01
H 1.045 0.367 3.230 -2.29 -0.15 0.54
H -0.121 -1.803 5.395 0.23 -0.55 -0.12
H -0.118 -3.774 3.636 0.19 0.07 -0.12
H 2.373 -0.439 5.651 1.38 -1.36 -1.70
H 5.286 -0.669 5.505 -1.44 -1.37 -1.90
H 6.406 -2.160 3.547 -2.91 0.05 0.12
H 2.469 -3.461 1.910 1.57 1.55 1.84
H -2.780 -4.194 2.884 -1.10 2.25 0.71
H -5.636 -3.645 3.034 1.69 2.07 0.63
H -6.489 -1.183 3.753 2.87 -0.47 0.04
H -2.358 0.365 4.389 -1.80 -2.17 -0.82
H 1.817 -0.617 1.219 -1.71 -0.46 -1.75
C -0.028 3.621 -1.640 0.32 -0.18 -0.26
O 0.458 2.767 -2.665 -0.51 0.34 0.11
C 0.027 1.417 -2.534 0.24 -0.16 -0.49
C -0.354 0.823 -3.895 -0.01 -0.08 0.28
O -1.555 1.353 -4.474 0.31 0.44 -0.13
C -1.526 2.727 -4.884 -0.10 -0.29 -0.14
C -0.614 3.032 -6.077 0.13 -0.09 0.53
O 0.762 2.905 -5.723 -0.16 -0.41 -0.33
C 1.534 2.224 -6.695 0.04 0.26 0.38
H 0.594 3.517 -0.748 -0.17 0.05 0.18
H 0.032 4.651 -1.998 0.12 -0.07 -0.03
H -1.074 3.409 -1.398 0.04 -0.07 0.07
H -0.828 1.334 -1.860 0.00 0.04 0.03
H 0.861 0.845 -2.105 -0.28 -0.18 -0.07
H -0.551 -0.244 -3.747 -0.14 0.17 0.10
H 0.471 0.877 -4.604 0.08 0.22 0.09
H -1.315 3.377 -4.037 0.31 0.04 -0.04
H -2.553 2.960 -5.188 0.06 -0.16 -0.09
H -0.772 4.065 -6.398 -0.25 0.08 -0.06
H -0.874 2.369 -6.915 0.09 0.00 0.15
H 1.020 1.332 -7.063 -0.05 0.00 -0.09
H 2.466 1.899 -6.223 -0.11 0.15 -0.01
H 1.771 2.897 -7.523 0.03 -0.11 -0.21
```
Positions in Å, forces in eV/Å.

Results
Kohn-Sham gap   0.2440 Eh
LUMO   1.0 eV
Calculated total energy   -42661.036 eV
Net charge   -1
HOMO energy   -5.6569 eV

Density functional theory data (ωB97M-V with the def2-TZVPD basis set) for a 12-piece molecular cluster, C87H200N12O19 overall at a distorted geometry.

Geometry as XYZ:
```
318
Properties=species:S:1:pos:R:3:forces:R:3
C -6.758 1.976 -3.504 -0.64 -1.89 0.67
C -5.286 2.084 -3.766 2.00 1.08 0.66
C -4.371 1.953 -2.511 -0.61 1.26 -0.93
C -4.740 0.982 -4.674 -2.37 1.16 -0.95
C -5.294 1.118 -6.095 -0.34 -2.11 0.77
C -4.905 2.470 -6.581 0.55 0.48 -0.67
C -5.218 3.712 -5.724 0.84 -0.17 -0.52
C -4.214 4.806 -6.103 0.10 0.09 0.32
C -6.639 4.228 -6.017 0.48 -0.87 -0.18
N -4.880 3.431 -4.322 -1.41 0.14 0.72
O -5.616 4.504 -3.550 0.99 -1.50 -0.45
H -7.311 2.717 -4.051 -0.38 -0.07 -0.39
H -7.081 0.901 -3.719 0.05 1.52 0.03
H -6.993 2.131 -2.449 0.07 0.12 0.00
H -4.492 2.785 -1.837 -0.72 0.05 0.71
H -4.549 1.002 -2.079 0.12 -0.80 0.83
H -3.344 2.114 -2.815 0.35 -0.58 -0.32
H -3.715 1.081 -4.677 2.49 0.20 -0.28
H -4.953 0.052 -4.218 -0.43 -1.13 0.45
H -4.787 0.317 -6.725 -0.82 0.94 0.47
H -6.399 0.889 -6.068 0.99 0.41 -0.25
H -5.386 2.646 -7.541 0.34 0.16 -0.32
H -3.807 2.401 -6.709 -0.39 0.32 -0.21
H -3.166 4.546 -5.846 -0.67 -0.09 -0.22
H -4.482 5.683 -5.503 0.14 0.14 -0.40
H -4.294 4.998 -7.168 0.08 0.35 -0.15
H -6.951 4.804 -5.170 -0.72 0.11 0.27
H -7.290 3.406 -6.319 -0.30 0.01 0.58
H -6.636 4.870 -6.879 0.28 0.44 -0.41
H -4.918 4.797 -2.962 0.13 0.17 0.16
C -1.851 -5.564 -4.188 0.04 1.05 0.07
C -1.126 -4.300 -4.836 0.70 -1.04 1.72
C -1.056 -3.209 -3.740 -0.38 -1.51 1.20
C 0.309 -4.753 -5.235 -0.53 0.76 0.59
C 1.034 -3.774 -6.128 0.69 0.57 0.46
C 0.212 -3.536 -7.365 -0.76 -0.22 0.54
C -1.213 -2.996 -7.012 0.19 0.39 0.20
C -1.115 -1.528 -6.510 -0.42 -0.63 1.29
C -2.082 -3.020 -8.281 0.47 -0.09 0.06
N -1.868 -3.912 -6.008 1.13 -0.32 -1.09
O -3.154 -3.491 -5.587 0.18 0.49 -0.50
H -2.025 -6.346 -4.924 -0.14 0.11 -0.21
H -1.273 -6.028 -3.385 0.31 0.26 -0.08
H -2.801 -5.251 -3.712 0.33 -0.18 -0.46
H -2.101 -2.997 -3.461 0.40 0.31 0.02
H -0.557 -3.658 -2.809 -0.51 0.73 -1.26
H -0.549 -2.316 -4.055 0.24 0.30 0.15
H 0.904 -4.885 -4.302 -0.55 -0.47 -0.59
H 0.151 -5.649 -5.825 0.42 -0.59 0.22
H 1.231 -2.789 -5.649 -0.18 -0.59 0.09
H 2.041 -4.174 -6.349 -0.43 0.12 -0.17
H 0.092 -4.498 -7.880 0.08 0.32 -0.29
H 0.736 -2.792 -7.956 -0.25 -0.03 -0.58
H -0.781 -0.844 -7.248 0.19 0.49 -1.17
H -0.404 -1.362 -5.668 -0.67 -0.43 -0.54
H -2.131 -1.221 -6.200 0.48 0.00 0.06
H -3.002 -2.505 -8.052 -0.43 0.21 -0.16
H -2.326 -4.052 -8.579 0.22 0.31 0.09
H -1.572 -2.501 -9.117 -0.27 -0.26 0.45
H -3.687 -4.112 -6.082 -0.56 -0.04 0.03
C 2.393 -2.565 3.184 -2.24 1.97 1.22
C 3.604 -3.180 2.639 0.77 -1.32 -0.54
C 3.714 -2.794 1.103 0.51 -0.49 2.70
C 4.839 -2.659 3.352 1.60 -2.37 0.24
C 4.986 -3.088 4.820 -1.33 -0.57 -0.87
C 4.893 -4.615 4.887 0.22 -0.37 0.64
C 3.681 -5.192 4.191 -2.02 -0.20 -0.53
C 3.859 -6.725 4.061 1.17 -0.81 0.52
C 2.388 -4.890 5.036 0.92 -1.56 0.50
N 3.622 -4.690 2.776 1.19 1.16 0.57
O 2.491 -5.221 2.150 -0.96 0.23 0.84
H 2.245 -2.463 4.314 0.40 -0.63 -1.55
H 1.520 -3.052 2.724 0.04 0.22 0.39
H 2.377 -1.506 2.857 -0.20 -0.40 0.01
H 4.581 -3.358 0.805 0.35 0.03 -0.79
H 3.874 -1.724 1.129 0.19 0.20 -0.45
H 2.848 -3.030 0.528 -0.64 -0.33 -0.34
H 5.744 -3.065 2.849 -0.53 0.36 -0.06
H 4.895 -1.625 3.319 -0.04 2.24 -0.43
H 4.187 -2.596 5.346 -0.67 -0.16 0.55
H 5.848 -2.666 5.287 1.05 -0.02 0.06
H 4.818 -5.025 5.933 0.51 0.51 -0.86
H 5.739 -5.064 4.346 0.23 0.20 0.48
H 4.189 -7.191 5.050 -0.78 0.67 -0.99
H 3.022 -7.344 3.620 0.78 1.09 0.54
H 4.770 -6.831 3.436 -0.63 -0.24 -0.03
H 2.206 -5.764 5.676 0.12 0.02 -0.06
H 2.448 -4.073 5.733 0.23 0.64 0.00
H 1.515 -4.810 4.446 -0.81 0.27 -0.79
H 2.773 -5.500 1.286 0.27 -0.38 -0.96
C -6.281 -1.911 1.170 1.22 2.30 -1.42
C -6.039 -2.054 -0.350 -0.65 -0.58 1.20
C -6.649 -0.785 -0.931 2.53 1.57 -1.36
C -4.521 -2.192 -0.494 -0.23 -0.37 -0.69
C -3.969 -3.599 -0.254 1.61 0.62 0.66
C -4.709 -4.523 -1.150 -0.80 -0.23 -0.90
C -6.230 -4.598 -0.813 0.24 0.21 -1.54
C -6.947 -5.434 -1.898 1.69 0.07 -0.43
C -6.523 -5.194 0.532 0.51 -0.46 0.86
N -6.753 -3.240 -0.960 0.13 1.62 -0.01
O -8.117 -3.177 -0.563 0.12 -0.15 -0.48
H -5.623 -2.516 1.682 1.39 -1.24 1.46
H -6.128 -0.845 1.467 0.23 -0.78 -0.22
H -7.238 -2.095 1.467 -2.72 -0.69 0.84
H -7.654 -0.648 -0.607 -0.84 -0.05 -0.14
H -6.076 0.158 -0.612 -0.61 -1.41 0.08
H -6.503 -0.724 -2.037 -0.67 -0.42 0.63
H -4.270 -1.918 -1.516 0.33 0.24 -0.20
H -4.064 -1.522 0.210 0.26 0.73 0.09
H -2.837 -3.608 -0.421 -1.46 0.10 -0.20
H -4.009 -3.892 0.810 -0.41 0.06 -0.24
H -4.292 -5.511 -1.210 0.13 -0.77 0.43
H -4.584 -4.173 -2.197 -0.36 0.11 0.42
H -7.964 -5.385 -1.657 -1.67 -0.23 0.15
H -6.599 -6.484 -1.916 -0.15 0.48 0.09
H -6.817 -4.984 -2.900 0.10 -0.20 0.50
H -7.605 -5.438 0.685 0.93 0.29 -0.15
H -6.163 -4.472 1.313 -0.35 -1.15 -0.35
H -5.941 -6.145 0.521 -0.45 0.53 0.70
H -8.129 -3.187 0.402 -0.05 -0.15 0.13
C -2.638 0.511 1.938 0.93 -0.57 0.04
C -1.416 -0.390 2.295 0.47 0.55 0.12
C -1.556 -0.813 3.764 -2.04 2.32 0.32
C -1.360 -1.618 1.416 -0.44 -0.91 -0.82
C -0.935 -1.318 -0.032 0.47 -2.09 0.80
C 0.411 -0.663 0.005 2.20 -0.99 -0.61
C 0.524 0.591 0.853 -0.53 1.05 1.10
C 1.996 1.026 1.162 0.16 -1.51 -0.78
C -0.268 1.795 0.159 0.23 -0.34 0.90
N -0.021 0.262 2.249 -1.26 0.80 -0.82
O -0.192 1.555 2.879 -0.54 -0.25 -0.86
H -3.526 -0.057 2.276 0.26 0.65 -0.09
H -2.424 1.416 2.506 -0.73 0.19 -0.03
H -2.738 0.755 0.869 0.01 -0.17 0.41
H -0.766 -1.464 3.922 1.32 -1.60 0.81
H -1.419 0.094 4.458 -0.33 -1.29 -1.07
H -2.578 -1.248 3.974 1.22 0.22 -0.19
H -0.666 -2.376 1.808 -0.04 0.24 0.16
H -2.359 -2.101 1.384 0.43 0.25 0.28
H -0.924 -2.293 -0.615 0.29 1.01 0.61
H -1.666 -0.756 -0.510 -1.37 1.34 -0.89
H 0.794 -0.420 -1.002 -0.29 0.03 0.16
H 1.139 -1.469 0.355 -0.67 1.08 -0.01
H 1.988 1.890 1.819 0.08 -0.16 0.26
H 2.533 1.320 0.246 -0.30 -0.04 0.09
H 2.587 0.146 1.593 -0.89 1.27 -0.30
H -0.442 2.624 0.885 0.19 -0.69 -0.51
H -1.247 1.481 -0.219 0.27 -0.02 0.08
H 0.289 2.199 -0.685 0.22 -0.11 -0.01
H 0.309 1.580 3.692 0.52 -0.03 0.54
C 5.334 -5.314 -1.632 0.31 1.70 0.47
O 4.328 -5.944 -0.897 0.02 -0.62 0.35
C 3.602 -6.856 -1.703 0.53 1.02 -1.45
C 2.658 -7.597 -0.862 -1.69 -0.62 0.85
N 1.676 -6.740 -0.188 -0.79 0.38 -0.50
C 0.523 -6.261 -1.035 0.23 -1.81 -0.24
C -0.681 -5.735 -0.263 0.14 0.00 -2.26
O -1.344 -6.862 0.255 0.56 0.09 0.48
C -2.131 -6.512 1.375 -1.79 -0.65 -0.93
H 5.880 -4.552 -0.991 -1.11 -0.73 -0.58
H 4.831 -4.782 -2.481 0.91 -0.39 0.23
H 6.132 -6.002 -1.902 -0.09 -0.30 -0.66
H 4.226 -7.623 -2.181 0.46 0.25 0.02
H 3.158 -6.265 -2.557 -0.04 -0.57 0.70
H 3.242 -8.151 -0.123 0.00 0.34 0.32
H 2.149 -8.408 -1.405 0.11 0.22 -0.47
H 1.369 -7.205 0.654 -0.44 0.00 -0.05
H 0.029 -7.040 -1.698 0.76 -0.07 0.84
H 0.932 -5.630 -1.807 0.09 1.03 0.11
H -1.317 -5.147 -1.005 0.40 -0.72 0.76
H -0.408 -5.054 0.499 0.46 0.77 1.11
H -1.660 -5.703 1.948 0.03 -0.67 0.50
H -2.429 -7.488 1.892 0.67 1.65 -0.29
H -3.060 -6.064 0.934 0.26 -0.27 0.74
C -0.710 0.764 -3.585 -1.61 -2.78 -0.92
O 0.578 0.294 -3.620 2.14 0.63 -0.29
C 1.312 0.750 -4.761 1.24 0.39 0.53
C 2.684 1.212 -4.210 -0.16 -0.58 1.54
N 2.456 2.461 -3.489 -0.32 0.23 1.31
C 3.667 3.012 -2.898 0.49 0.08 -0.47
C 3.341 4.089 -1.884 0.67 1.70 -1.19
O 2.407 3.615 -0.982 0.22 -0.27 1.25
C 2.461 4.266 0.268 -0.34 1.57 0.20
H -0.920 1.795 -3.603 0.40 1.73 -0.65
H -1.091 0.455 -2.642 -0.63 -0.57 0.87
H -1.219 0.169 -4.397 -0.50 1.15 0.70
H 0.805 1.585 -5.238 -0.06 0.23 0.03
H 1.412 -0.029 -5.498 0.07 -0.58 -0.24
H 3.551 1.410 -4.846 -0.56 -0.27 -0.77
H 3.046 0.391 -3.496 -0.42 0.74 -0.76
H 1.849 2.308 -2.668 0.00 -0.26 -0.83
H 4.254 3.444 -3.723 0.12 -0.01 0.37
H 4.290 2.247 -2.405 -0.07 -0.08 -0.05
H 2.905 4.971 -2.409 0.11 -0.35 0.06
H 4.256 4.514 -1.392 -0.49 -0.75 -0.21
H 3.434 4.204 0.834 -0.71 -0.14 -0.85
H 1.673 3.841 0.844 -0.36 -0.58 0.65
H 2.139 5.360 0.212 0.74 -1.00 -0.31
C 2.322 4.858 3.632 -2.54 -1.19 1.90
O 3.389 4.657 4.476 -0.26 -2.05 0.53
C 4.054 5.830 4.668 2.32 0.02 0.08
C 5.306 5.512 5.497 -0.41 0.91 -0.82
N 6.133 4.692 4.641 0.90 0.29 0.50
C 7.418 4.310 5.200 0.03 0.57 0.02
C 7.804 2.916 4.843 2.28 -0.08 -1.76
O 6.892 1.998 5.333 -0.57 -0.65 0.02
C 7.072 0.663 4.865 0.55 0.40 -0.42
H 1.516 5.504 4.114 0.68 -0.85 -0.39
H 1.930 3.856 3.377 -0.14 0.65 -0.06
H 2.653 5.382 2.818 0.66 1.23 -2.64
H 3.431 6.459 5.242 -0.83 1.54 0.32
H 4.356 6.176 3.648 -0.10 0.61 0.86
H 4.970 4.985 6.407 0.25 0.30 0.05
H 5.810 6.489 5.738 -0.29 -1.02 -0.05
H 5.675 3.830 4.493 -1.08 -0.87 -0.28
H 7.478 4.351 6.303 -0.22 0.35 -0.19
H 8.159 4.976 4.753 0.35 0.01 0.42
H 8.855 2.825 5.235 -0.74 -0.52 0.07
H 7.959 2.776 3.717 -0.51 0.27 1.11
H 7.501 0.633 3.841 -0.05 0.17 0.47
H 6.101 0.190 4.779 -0.23 -0.13 0.35
H 7.736 0.125 5.548 -0.13 -0.13 -0.09
C -0.418 8.074 -11.825 -1.14 3.47 0.06
O 0.323 7.997 -10.663 0.22 -0.09 0.98
C -0.148 6.949 -9.892 -1.16 -2.06 0.99
C 0.660 6.858 -8.593 1.90 -0.37 0.56
N 0.140 5.860 -7.617 0.77 0.51 0.79
C 0.939 5.689 -6.349 -0.08 0.28 -0.74
C 0.148 4.993 -5.246 0.24 -0.78 -1.97
O -0.767 5.862 -4.612 0.93 0.42 -2.27
C -1.370 5.178 -3.616 -0.17 -1.04 2.55
H -1.455 8.623 -11.716 1.46 -1.47 0.22
H -0.488 7.094 -12.187 -0.47 -1.19 -1.41
H 0.131 8.807 -12.418 0.03 -0.57 -0.69
H -0.174 5.928 -10.439 0.60 1.37 0.53
H -1.244 7.067 -9.672 0.63 0.30 0.15
H 0.806 7.886 -8.167 -0.42 -0.66 -0.23
H 1.733 6.525 -8.831 -1.44 0.39 0.09
H -0.709 6.199 -7.212 -1.03 0.37 -0.37
H 1.271 6.615 -5.843 0.00 0.18 -0.66
H 1.839 5.098 -6.576 -0.27 0.09 0.10
H 0.952 4.702 -4.557 -0.55 -0.57 0.34
H -0.407 4.102 -5.733 0.79 0.96 1.06
H -0.567 4.669 -3.028 -0.54 0.26 0.23
H -2.056 4.359 -3.897 -0.10 0.39 -0.37
H -1.869 5.922 -2.992 -0.21 -0.31 0.13
C 8.607 -3.987 2.316 -0.58 -0.48 2.30
O 8.804 -3.151 1.278 0.37 1.16 -1.53
C 7.791 -3.307 0.287 -0.78 -1.25 2.50
C 8.058 -2.264 -0.694 0.38 -0.17 -2.77
N 7.731 -0.945 -0.271 -0.04 1.38 1.59
C 6.320 -0.565 -0.426 0.46 -1.70 0.65
C 6.075 0.835 -0.041 1.11 0.05 1.05
O 6.028 0.787 1.404 0.08 0.93 -0.89
C 5.629 2.005 2.010 0.09 -0.77 -0.14
H 8.703 -5.064 2.129 0.54 0.02 -0.27
H 7.587 -3.873 2.648 -0.72 -0.11 0.46
H 9.208 -3.633 3.163 0.25 -0.49 -0.22
H 6.765 -3.220 0.777 0.97 0.31 -0.43
H 7.832 -4.370 0.048 0.07 -0.06 -1.09
H 7.480 -2.420 -1.615 0.08 -0.30 0.04
H 9.126 -2.352 -1.014 -0.63 0.24 0.36
H 7.897 -0.888 0.748 0.32 0.15 -0.72
H 5.697 -1.196 0.261 0.06 0.37 -0.94
H 6.047 -0.692 -1.453 -0.29 -0.37 -0.73
H 5.160 1.145 -0.506 -0.90 0.53 0.20
H 6.907 1.452 -0.435 -0.32 0.05 0.45
H 6.309 2.828 1.919 1.00 0.34 -0.18
H 5.508 1.771 3.051 -0.30 0.13 0.53
H 4.723 2.360 1.571 -1.11 0.11 -0.19
C -5.858 1.463 10.186 1.59 0.04 0.36
O -5.857 2.596 9.412 -0.70 1.44 -1.18
C -7.191 2.920 8.919 2.46 1.02 0.14
C -7.075 3.938 7.779 -1.14 -0.79 1.60
N -6.539 3.487 6.538 0.30 -0.44 -0.30
C -5.058 3.518 6.456 -0.63 0.58 -0.34
C -4.627 3.200 5.023 -0.63 -0.82 0.56
O -5.359 4.114 4.175 0.71 -0.66 1.18
C -4.817 4.095 2.918 1.60 -2.05 -1.36
H -4.892 1.377 10.677 0.28 0.07 -0.03
H -5.976 0.588 9.600 -0.49 -1.13 -0.58
H -6.555 1.537 10.966 -1.42 -0.18 1.18
H -7.728 3.419 9.719 -0.34 -0.10 0.34
H -7.644 2.009 8.639 -0.86 -1.01 -0.56
H -6.513 4.772 8.201 -0.10 0.49 0.05
H -8.151 4.189 7.649 0.70 0.40 -0.26
H -6.947 4.140 5.876 0.63 -0.40 -0.50
H -4.579 2.878 7.227 -0.50 0.18 -0.61
H -4.734 4.557 6.638 0.21 -0.12 0.18
H -4.870 2.102 4.762 0.34 1.59 0.15
H -3.531 3.378 4.954 -0.60 -0.16 -0.28
H -5.009 3.146 2.349 0.10 0.34 0.65
H -3.718 4.243 2.882 -0.21 -0.16 0.43
H -5.177 4.835 2.293 -1.27 1.83 -0.85
C -0.530 5.690 6.072 0.40 0.68 0.32
O -0.120 4.448 6.535 1.35 0.52 -0.07
C -0.860 3.382 6.038 0.75 -0.78 -0.04
C -0.009 2.148 6.338 0.99 0.76 -1.12
N 1.147 2.108 5.388 -1.24 -0.27 0.24
C 1.726 0.815 5.073 2.08 -0.18 0.34
C 2.695 0.209 6.100 1.69 0.72 -0.28
O 2.087 0.059 7.342 -0.18 -0.64 0.64
C 2.898 -0.728 8.239 0.27 1.40 -1.91
H -0.740 5.707 5.009 0.00 -0.08 -0.42
H 0.210 6.465 6.312 0.14 -0.43 -0.14
H -1.400 5.969 6.612 -1.30 0.49 0.34
H -0.989 3.488 4.922 -0.27 -0.22 0.95
H -1.783 3.319 6.619 -0.51 -0.08 -0.41
H -0.603 1.301 6.132 -0.68 -1.25 -0.16
H 0.294 2.109 7.385 -0.03 0.14 0.03
H 1.791 2.857 5.573 0.44 0.02 0.07
H 2.432 0.885 4.183 -1.33 0.08 0.46
H 0.930 0.092 4.898 -0.04 0.01 -0.29
H 3.604 0.933 6.225 -1.17 -1.01 -0.30
H 3.135 -0.769 5.688 -0.70 1.04 0.52
H 2.389 -0.753 9.173 -0.16 -0.08 0.76
H 3.891 -0.229 8.274 -0.39 -0.48 0.44
H 2.993 -1.702 7.779 0.21 -0.56 0.24
```
Positions in Å, forces in eV/Å.

Results
Kohn-Sham gap   0.3206 Eh
SMILES   CC1(C)CCCC(C)(C)N1O.CC1(C)CCCC(C)(C)N1O.CC1(C)CCCC(C)(C)N1O.CC1(C)CCCC(C)(C)N1O.CC1(C)CCCC(C)(C)N1O.COCCNCCOC.COCCNCCOC.COCCNCCOC.COCCNCCOC.COCCNCCOC.COCCNCCOC.COCCNCCOC
LUMO   0.5 eV
Calculated total energy   -150227.044 eV
Net charge   0
HOMO energy   -8.2581 eV
Relative energy (zero: lowest compared OMol25 entry of this formula, charge and spin)   355.7 kJ/mol

- Among the records above, which one has the highest calculated total energy?
  C18H26F4N2NbO4

- Among the records above, which one has the lowest net charge?
  C18H26F4N2NbO4